1.
Below is a cluster of 9 separate species, C18H57N15O9 in total at a distorted geometry, with properties calculated with the ωB97M-V functional and the def2-TZVPD basis.

Last columns: bonded neighbours and bond lengths (Å).
CARTESIAN COORDINATES (ANGSTROEM)
1 C -10.11061 -7.27875 18.88488  O2 1.364, H7 1.090, H8 1.090, H9 1.090
2 O -10.27245 -6.14506 18.14339  C1 1.364, C3 1.449
3 C -11.61305 -6.06644 17.59931  O2 1.449, C4 1.513, H10 1.090, H11 1.090
4 C -12.74893 -5.74189 18.54430  C3 1.513, C5 1.583, N6 1.435, H12 1.090
5 C -13.45833 -6.91479 19.33645  C4 1.583, H13 1.090, H14 1.090, H15 1.090
6 N -13.76033 -4.87907 18.00282  C4 1.435, H16 1.010, H17 1.010
7 H -9.10159 -7.68985 18.91599  C1 1.090
8 H -10.66545 -8.12673 18.48338  C1 1.090
9 H -10.46147 -7.08174 19.89789  C1 1.090
10 H -11.71343 -5.43104 16.71937  C3 1.090
11 H -11.89351 -7.01143 17.13407  C3 1.090
12 H -12.20567 -5.18676 19.30903  C4 1.090
13 H -13.59478 -7.82659 18.75499  C5 1.090
14 H -14.33734 -6.57640 19.88502  C5 1.090
15 H -12.76730 -7.30445 20.08394  C5 1.090
16 H -13.25166 -4.16257 17.50484  N6 1.010
17 H -14.07991 -5.52084 17.29143  N6 1.010
18 C -10.53756 -9.17737 14.32733  O19 1.409, H24 1.090, H25 1.090, H26 1.090
19 O -9.96677 -8.01449 13.77282  C18 1.409, C20 1.434
20 C -10.17862 -6.82706 14.54829  O19 1.434, C21 1.573, H27 1.090, H28 1.090
21 C -9.81812 -5.65034 13.56925  C20 1.573, C22 1.535, N23 1.461, H29 1.090
22 C -8.38973 -5.69200 13.00840  C21 1.535, H30 1.090, H31 1.090, H32 1.090
23 N -9.89001 -4.37119 14.27082  C21 1.461, H33 1.010, H34 1.010
24 H -11.61959 -9.08483 14.42096  C18 1.090
25 H -10.21033 -9.35658 15.35149  C18 1.090
26 H -10.36811 -10.00786 13.64202  C18 1.090
27 H -11.22208 -6.63323 14.79672  C20 1.090
28 H -9.54241 -7.02912 15.40997  C20 1.090
29 H -10.54338 -5.65614 12.75558  C21 1.090
30 H -7.67992 -5.45123 13.79979  C22 1.090
31 H -8.26165 -4.84795 12.33069  C22 1.090
32 H -8.09239 -6.61988 12.51982  C22 1.090
33 H -9.01692 -4.00313 14.62060  N23 1.010
34 H -10.54204 -4.38029 15.04211  N23 1.010
35 C -10.54857 -14.40523 16.40818  O36 1.481, H41 1.090, H42 1.090, H43 1.090
36 O -11.87317 -13.74473 16.37520  C35 1.481, C37 1.381
37 C -12.56177 -13.88147 17.56435  O36 1.381, C38 1.638, H44 1.090, H45 1.090
38 C -13.97651 -13.05647 17.59199  C37 1.638, C39 1.580, N40 1.447, H46 1.090
39 C -13.74734 -11.52952 17.25501  C38 1.580, H47 1.090, H48 1.090, H49 1.090
40 N -14.48140 -13.17259 18.94306  C38 1.447, H50 1.010, H51 1.010
41 H -9.91295 -13.91323 17.14439  C35 1.090
42 H -10.07479 -14.57564 15.44143  C35 1.090
43 H -10.60606 -15.31631 17.00375  C35 1.090
44 H -12.62053 -14.96511 17.66617  C37 1.090
45 H -11.96175 -13.51301 18.39640  C37 1.090
46 H -14.67213 -13.33322 16.79977  C38 1.090
47 H -13.25279 -11.38598 16.29433  C39 1.090
48 H -13.11899 -11.05506 18.00878  C39 1.090
49 H -14.67857 -10.96629 17.19453  C39 1.090
50 H -14.80794 -14.12007 19.06861  N40 1.010
51 H -15.11960 -12.43032 19.19172  N40 1.010
52 N -12.93907 -4.18947 14.19899  C53 1.315, H56 1.010, H57 1.010
53 C -13.45309 -2.98417 14.09416  N52 1.315, N54 1.283, O55 1.241
54 N -12.48086 -2.19852 13.80468  C53 1.283, H58 1.010, H59 1.010
55 O -14.66440 -2.76411 14.24897  C53 1.241
56 H -13.43026 -5.03749 14.44329  N52 1.010
57 H -11.93018 -4.20905 14.24215  N52 1.010
58 H -12.62997 -1.24750 13.49902  N54 1.010
59 H -11.66676 -2.72113 13.51446  N54 1.010
60 N -16.18919 -9.99621 9.37213  C61 1.317, H64 1.010, H65 1.010
61 C -16.82280 -9.04405 10.02574  N60 1.317, N62 1.285, O63 1.237
62 N -16.38671 -8.88507 11.22412  C61 1.285, H66 1.010, H67 1.010
63 O -17.78608 -8.45417 9.52150  C61 1.237
64 H -16.56357 -10.25880 8.47158  N60 1.010
65 H -15.49433 -10.56176 9.83842  N60 1.010
66 H -15.62545 -9.41085 11.62925  N62 1.010
67 H -17.03014 -8.30884 11.74764  N62 1.010
68 N -16.40274 -4.78454 15.56916  C69 1.290, H72 1.010, H73 1.010
69 C -17.40880 -5.05397 16.33025  N68 1.290, N70 1.346, O71 1.215
70 N -17.82030 -4.00595 17.06789  C69 1.346, H74 1.010, H75 1.010
71 O -17.82439 -6.17651 16.53959  C69 1.215
72 H -16.18827 -3.82234 15.34942  N68 1.010
73 H -15.62403 -5.42706 15.53943  N68 1.010
74 H -17.34838 -3.11408 17.11239  N70 1.010
75 H -18.65770 -4.05501 17.63043  N70 1.010
76 N -17.80980 -12.32828 17.60472  C77 1.289, H80 1.010, H81 1.010
77 C -17.41373 -12.32052 16.37826  N76 1.289, N78 1.269, O79 1.231
78 N -17.16111 -13.47588 15.91774  C77 1.269, H82 1.010, H83 1.010
79 O -17.19012 -11.25624 15.80107  C77 1.231
80 H -17.61865 -13.18189 18.10960  N76 1.010
81 H -18.13363 -11.47813 18.04343  N76 1.010
82 H -16.67283 -13.34491 15.04336  N78 1.010
83 H -17.42842 -14.33670 16.37340  N78 1.010
84 N -19.31620 -7.87498 18.58417  C85 1.286, H88 1.010, H89 1.010
85 C -18.99713 -9.03547 18.13083  N84 1.286, N86 1.324, O87 1.217
86 N -18.67464 -8.93004 16.85069  C85 1.324, H90 1.010, H91 1.010
87 O -18.95562 -10.03450 18.82534  C85 1.217
88 H -19.05625 -7.10547 17.98386  N84 1.010
89 H -19.62700 -7.84789 19.54478  N84 1.010
90 H -18.38593 -9.73734 16.31683  N86 1.010
91 H -18.67971 -8.02395 16.40452  N86 1.010
92 N -14.15718 -8.34913 14.04687  C93 1.263, H96 1.010, H97 1.010
93 C -14.57805 -7.72404 15.06000  N92 1.263, N94 1.311, O95 1.227
94 N -15.43038 -8.39178 15.79849  C93 1.311, H98 1.010, H99 1.010
95 O -14.28321 -6.56595 15.33706  C93 1.227
96 H -14.46492 -9.29699 13.88269  N92 1.010
97 H -13.59146 -7.80077 13.41492  N92 1.010
98 H -16.11032 -7.84600 16.30829  N94 1.010
99 H -15.72756 -9.32413 15.54844  N94 1.010

Summary:
E, Ha: -2218.5942
HOMO, eV: -9.20
Relative energy (zero: lowest compared OMol25 entry of this formula, charge and spin), eV: 4.223
Orbital gap, eV: 9.13
SMILES: COC[C@H](C)N.COC[C@H](C)N.COC[C@H](C)N.NC(N)=O.NC(N)=O.NC(N)=O.NC(N)=O.NC(N)=O.NC(N)=O



2.
Below is a cluster of 9 separate species, C18H57N15O9 in total at a distorted geometry, with properties calculated with the ωB97M-V functional and the def2-TZVPD basis.

Last columns: bonded neighbours and bond lengths (Å).
CARTESIAN COORDINATES (ANGSTROEM)
1 C -0.37346 -2.74802 6.80840  O2 1.403, H7 1.098, H8 1.095, H9 1.089
2 O 0.00672 -2.81858 5.45957  C1 1.403, C3 1.409
3 C -0.39381 -4.01890 4.84003  O2 1.409, C4 1.517, H10 1.100, H11 1.099
4 C -0.10740 -3.93717 3.35285  C3 1.517, C5 1.564, N6 1.445, H12 1.095
5 C 1.29082 -4.57462 3.06442  C4 1.564, H13 1.086, H14 1.101, H15 1.096
6 N -0.18146 -2.58657 2.84404  C4 1.445, H16 1.009, H17 1.011
7 H 0.35367 -3.27388 7.44094  C1 1.098
8 H -1.36628 -3.18148 6.97070  C1 1.095
9 H -0.40723 -1.70780 7.12978  C1 1.089
10 H 0.17980 -4.84709 5.28048  C3 1.100
11 H -1.44832 -4.24490 5.04972  C3 1.099
12 H -0.72628 -4.59064 2.72866  C4 1.095
13 H 1.51658 -4.67536 2.00689  C5 1.086
14 H 1.29283 -5.57560 3.52177  C5 1.101
15 H 2.07243 -4.05405 3.62880  C5 1.096
16 H 0.23062 -1.95391 3.51335  N6 1.009
17 H 0.19418 -2.50484 1.90921  N6 1.011
18 C -0.62964 -3.24864 -0.77401  O19 1.412, H24 1.094, H25 1.089, H26 1.098
19 O 0.05248 -2.21122 -0.10197  C18 1.412, C20 1.408
20 C 0.00032 -1.00504 -0.82648  O19 1.408, C21 1.537, H27 1.093, H28 1.092
21 C 1.02682 -0.03877 -0.21451  C20 1.537, C22 1.530, N23 1.465, H29 1.096
22 C 0.52359 0.57562 1.09348  C21 1.530, H30 1.092, H31 1.091, H32 1.094
23 N 1.41810 0.97319 -1.19863  C21 1.465, H33 1.024, H34 1.020
24 H -1.67167 -2.98318 -0.97674  C18 1.094
25 H -0.54640 -4.12665 -0.13542  C18 1.089
26 H -0.16459 -3.48824 -1.73960  C18 1.098
27 H 0.37132 -1.11661 -1.84845  C20 1.093
28 H -0.98245 -0.54066 -0.71931  C20 1.092
29 H 1.89934 -0.65538 0.03160  C21 1.096
30 H -0.50428 0.93396 1.00278  C22 1.092
31 H 1.16414 1.39136 1.43057  C22 1.091
32 H 0.50763 -0.18110 1.88335  C22 1.094
33 H 0.60070 1.36921 -1.67088  N23 1.024
34 H 1.82734 1.75934 -0.69348  N23 1.020
35 C -4.31836 -7.90246 -1.03380  O36 1.406, H41 1.100, H42 1.094, H43 1.088
36 O -3.46375 -6.80964 -0.80780  C35 1.406, C37 1.417
37 C -4.09493 -5.54234 -0.85895  O36 1.417, C38 1.521, H44 1.094, H45 1.093
38 C -4.48710 -5.04867 0.52472  C37 1.521, C39 1.512, N40 1.508, H46 1.098
39 C -4.98840 -3.62256 0.55019  C38 1.512, H47 1.093, H48 1.090, H49 1.093
40 N -3.27858 -5.14473 1.42119  C38 1.508, H50 1.010, H51 1.014
41 H -4.80596 -7.84966 -2.01790  C35 1.100
42 H -5.09146 -7.97877 -0.26385  C35 1.094
43 H -3.69957 -8.79713 -1.07194  C35 1.088
44 H -3.33588 -4.85018 -1.23595  C37 1.094
45 H -4.96492 -5.59374 -1.51837  C37 1.093
46 H -5.24663 -5.70735 0.96565  C38 1.098
47 H -4.16509 -2.91858 0.40130  C39 1.093
48 H -5.36998 -3.39397 1.54559  C39 1.090
49 H -5.73871 -3.39638 -0.21165  C39 1.093
50 H -3.57225 -5.46616 2.33233  N40 1.010
51 H -2.70545 -5.84936 0.96959  N40 1.014
52 N -1.17577 3.61045 -3.11471  C53 1.371, H56 1.011, H57 1.002
53 C -0.73720 2.43378 -3.66459  N52 1.371, N54 1.373, O55 1.225
54 N -0.79005 2.34600 -5.03401  C53 1.373, H58 1.000, H59 1.003
55 O -0.28573 1.51663 -2.98926  C53 1.225
56 H -1.07996 3.68772 -2.11117  N52 1.011
57 H -1.82109 4.21892 -3.58171  N52 1.002
58 H -1.08642 3.08745 -5.63532  N54 1.000
59 H -0.37609 1.49623 -5.37014  N54 1.003
60 N -1.51538 2.60804 1.83503  C61 1.373, H64 1.011, H65 1.003
61 C -1.13849 3.14580 3.04117  N60 1.373, N62 1.385, O63 1.218
62 N -1.47425 2.36140 4.13257  C61 1.385, H66 1.001, H67 1.002
63 O -0.52690 4.19343 3.15368  C61 1.218
64 H -1.26292 3.11692 0.99843  N60 1.011
65 H -2.23345 1.90925 1.79877  N60 1.003
66 H -1.12844 2.62941 5.03241  N62 1.001
67 H -1.82828 1.43558 3.98505  N62 1.002
68 N 2.31138 4.34501 -3.05327  C69 1.369, H72 1.006, H73 1.011
69 C 2.85330 5.41048 -3.72010  N68 1.369, N70 1.379, O71 1.219
70 N 2.73704 6.61440 -3.05828  C69 1.379, H74 1.002, H75 1.002
71 O 3.47851 5.30659 -4.76130  C69 1.219
72 H 1.71708 4.41421 -2.24480  N68 1.006
73 H 2.39966 3.42708 -3.46706  N68 1.011
74 H 3.21310 7.39464 -3.46796  N70 1.002
75 H 2.28938 6.69456 -2.16508  N70 1.002
76 N 2.12556 0.69047 -4.99694  C77 1.376, H80 1.001, H81 1.002
77 C 3.37621 1.25645 -5.08811  N76 1.376, N78 1.375, O79 1.217
78 N 3.85631 1.71293 -3.88317  C77 1.375, H82 1.000, H83 1.018
79 O 4.01752 1.28905 -6.12227  C77 1.217
80 H 1.70790 0.40767 -5.86201  N76 1.001
81 H 1.81208 0.29653 -4.13020  N76 1.002
82 H 4.72035 2.20230 -3.76464  N78 1.000
83 H 3.34044 1.45440 -3.04414  N78 1.018
84 N -0.77258 6.41813 -0.33935  C85 1.372, H88 1.002, H89 1.002
85 C -0.00171 5.30091 -0.14043  N84 1.372, N86 1.359, O87 1.235
86 N 1.26803 5.49090 0.30380  C85 1.359, H90 1.021, H91 1.002
87 O -0.41042 4.16018 -0.37754  C85 1.235
88 H -0.43272 7.35370 -0.22306  N84 1.002
89 H -1.74156 6.30194 -0.56659  N84 1.002
90 H 1.81947 4.63156 0.31278  N86 1.021
91 H 1.58856 6.38730 0.61485  N86 1.002
92 N 4.85285 3.77107 -0.98075  C93 1.371, H96 1.003, H97 1.008
93 C 4.18497 3.31297 0.12591  N92 1.371, N94 1.357, O95 1.234
94 N 4.94948 3.01417 1.20669  C93 1.357, H98 1.002, H99 1.004
95 O 2.95215 3.25735 0.14227  C93 1.234
96 H 5.79352 4.10756 -0.89304  N92 1.003
97 H 4.33867 3.86509 -1.84287  N92 1.008
98 H 5.94820 2.93653 1.18530  N94 1.002
99 H 4.46855 2.73472 2.04289  N94 1.004

Summary:
E, Ha: -2218.7125
HOMO, eV: -8.02
Relative energy (zero: lowest compared OMol25 entry of this formula, charge and spin), eV: 1.003
Orbital gap, eV: 8.38
SMILES: COC[C@H](C)N.COC[C@H](C)N.COC[C@H](C)N.NC(N)=O.NC(N)=O.NC(N)=O.NC(N)=O.NC(N)=O.NC(N)=O



Q: What is the relative energy (zero: lowest compared OMol25 entry of this formula, charge and spin) in the second record?
A: 1.003 eV